This record from the Open Molecules 2025 dataset describes a structure of composition C6H15N3RuS8. The level of theory is ωB97M-V with the def2-TZVPD basis set.

Output
Gap between HOMO and LUMO (alpha / beta): 0.218 / 0.177 Eh
HOMO energy (alpha / beta): -3.32 / -3.23 eV
Total charge: -1
2S+1: 2

```
33
Properties=species:S:1:pos:R:3:forces:R:3:mulliken_spin:R:1
Ru 1.222816 0.189034 -0.156188 -0.41 -0.12 0.39 0.027
C -1.058814 2.156059 -0.151337 0.01 0.01 0.01 -0.001
C -0.691526 1.819746 -1.612265 0.00 0.00 -0.05 -0.001
N -0.208131 0.442978 -1.733397 0.10 -0.08 0.09 0.007
C -1.278025 -0.566512 -1.625926 -0.01 0.02 -0.04 -0.002
C -0.810321 -1.813668 -0.887026 0.00 -0.02 0.00 0.004
N -0.050680 -1.477407 0.323625 0.15 0.00 -0.08 0.000
C -0.796889 -1.119693 1.535152 0.01 0.00 0.00 -0.002
C -1.343608 0.302671 1.486511 -0.03 0.01 -0.01 0.003
N -0.414035 1.258415 0.836196 0.26 -0.04 -0.08 0.009
H -0.743900 3.180666 0.044362 0.04 -0.01 0.00 0.000
H -2.142299 2.119127 -0.006624 -0.01 0.04 -0.01 0.000
H -1.556371 2.009644 -2.262820 -0.03 -0.02 0.01 0.000
H 0.130804 2.457310 -1.927309 -0.02 0.01 0.00 -0.001
H 0.345961 0.321876 -2.579185 0.00 0.05 -0.03 -0.001
H -2.117662 -0.109739 -1.100363 0.00 0.01 0.00 0.000
H -1.651917 -0.851354 -2.614663 -0.01 0.00 0.00 0.001
H -1.677641 -2.448445 -0.659135 0.01 -0.01 -0.01 0.000
H -0.127157 -2.367199 -1.532189 0.00 0.00 0.00 -0.001
H 0.574467 -2.244912 0.553154 -0.01 -0.01 0.03 0.006
H -1.623161 -1.818122 1.726284 -0.01 0.01 -0.01 -0.006
H -0.093259 -1.194295 2.361575 0.02 -0.01 0.03 -0.001
H -2.286063 0.325995 0.938342 -0.01 0.00 0.01 -0.001
H -1.569802 0.617828 2.508095 0.02 0.00 0.00 0.002
H 0.087878 1.797617 1.529372 -0.13 0.03 0.08 -0.003
S 2.449998 2.135256 -0.707846 -0.05 0.28 -0.02 0.000
S 2.712913 1.786773 -2.728792 0.22 -0.09 -0.03 0.000
S 3.857132 0.077250 -2.615633 -0.22 -0.02 0.06 0.000
S 2.552417 -1.184052 -1.552569 0.10 -0.03 -0.21 0.003
S 2.499394 -0.030465 1.862985 0.04 -0.06 -0.22 0.100
S 1.163194 -1.122892 4.852252 0.00 -0.03 -0.05 0.328
S 1.909043 -2.633721 3.864993 -0.06 0.01 0.07 0.336
S 2.735242 -2.015770 2.030367 0.01 0.08 0.03 0.193
```
Positions in Å, forces in eV/Å.



This record from the Open Molecules 2025 dataset describes the molecule C6H15NO in a non-equilibrium geometry. The level of theory is ωB97M-V with the def2-TZVPD basis set.

Output
Gap between HOMO and LUMO: 0.346 Eh
HOMO energy: -8.50 eV
Structure (SMILES): CCCCNCCO

```
23
Properties=species:S:1:pos:R:3:forces:R:3:lowdin_charge:R:1
C 0.202130 2.598185 -0.811658 -0.62 -0.09 0.35 -0.103
C 0.838421 1.221259 -0.929611 0.44 -0.56 0.91 -0.247
C 1.401326 0.755392 0.421659 0.45 -0.81 -0.42 -0.229
C 0.390227 0.391450 1.511071 0.95 0.16 0.19 -0.239
N -0.592912 -0.659040 1.302141 -0.99 0.91 -0.50 -0.050
C -0.288729 -1.846378 0.541878 1.88 -0.07 -0.41 -0.231
C -1.029307 -2.052395 -0.777808 -1.09 -0.35 1.63 -0.230
O -2.447129 -1.836333 -0.639343 -0.03 -0.84 -0.18 -0.079
H 0.496255 3.133727 0.090431 0.61 0.03 -0.03 0.067
H -0.863542 2.460886 -0.614744 -0.16 0.20 -0.52 0.072
H 0.373699 3.249018 -1.664000 -0.20 -0.03 -0.11 0.067
H 0.104563 0.464643 -1.191850 -0.29 0.15 -0.30 0.070
H 1.619391 1.117797 -1.682627 0.06 0.43 -0.05 0.104
H 2.066382 1.495154 0.855844 0.01 0.46 0.04 0.104
H 2.081515 -0.097776 0.280643 -0.24 -0.02 -0.20 0.097
H 1.013477 0.123352 2.360267 0.08 -0.16 0.36 0.103
H -0.076815 1.329534 1.816884 -0.59 -0.25 0.01 0.112
H -1.443368 -0.233447 0.957654 -0.16 -0.28 0.03 0.099
H -0.194965 -2.722105 1.194779 -0.83 -0.16 -0.10 0.111
H 0.739286 -1.801754 0.153012 0.23 0.25 0.21 0.105
H -0.806154 -3.071614 -1.102576 -0.03 0.15 -0.35 0.120
H -0.699916 -1.314530 -1.475314 0.30 0.27 -0.65 0.086
H -2.883834 -2.705024 -0.596733 0.22 0.63 0.08 0.090
```
Positions in Å, forces in eV/Å.



This record from the Open Molecules 2025 dataset describes the molecule C6H15NO in a non-equilibrium geometry. The level of theory is ωB97M-V with the def2-TZVPD basis set.

Output
Gap between HOMO and LUMO: 0.346 Eh
HOMO energy: -8.53 eV
Structure (SMILES): CNC(C)(C)CCO

```
23
Properties=species:S:1:pos:R:3:forces:R:3:lowdin_charge:R:1
C 2.721439 -0.109533 -0.261102 -0.11 0.39 0.02 -0.159
N 1.481503 -0.764221 0.093303 -0.76 1.12 -0.26 -0.080
C 0.140983 0.093966 0.140899 2.84 -2.13 0.15 -0.533
C 0.059494 0.894655 1.440669 0.04 -0.06 -0.36 -0.040
C 0.027168 0.986436 -1.075299 -0.04 0.86 -1.06 -0.048
C -0.782493 -1.095618 0.111764 -3.63 1.94 0.02 -0.127
C -2.327472 -0.574221 0.142255 1.18 -1.64 0.30 -0.236
O -2.810609 -0.122482 -1.098021 0.05 0.15 -0.46 -0.079
H 2.642169 0.263022 -1.283308 0.18 -0.01 0.01 0.064
H 2.992681 0.738454 0.387014 0.08 0.00 -0.04 0.071
H 3.536021 -0.836756 -0.229962 -0.06 0.05 0.00 0.076
H 1.612319 -1.268428 0.966107 -0.38 0.25 -0.02 0.094
H 0.036017 0.236762 2.308434 0.06 -0.06 0.04 0.085
H 0.919618 1.557247 1.517415 0.06 0.06 0.06 0.079
H -0.837704 1.510028 1.458007 -0.05 0.09 0.04 0.074
H -0.232861 0.543743 -2.035720 -0.18 -0.81 0.27 0.085
H 0.907663 1.550793 -1.373732 0.54 -0.02 0.70 0.070
H -0.721833 1.768036 -0.961552 -0.27 -0.13 0.40 0.087
H -0.659633 -1.721872 0.994534 0.21 -0.10 -0.08 0.110
H -0.655340 -1.660215 -0.811992 0.14 -0.11 0.16 0.113
H -2.499409 0.239340 0.846473 0.25 -0.04 0.00 0.103
H -2.920912 -1.433507 0.487467 -0.10 0.15 0.02 0.103
H -2.628809 -0.795631 -1.763652 -0.05 0.07 0.09 0.087
```
Positions in Å, forces in eV/Å.



This record from the Open Molecules 2025 dataset describes the molecule C6H15NO in a non-equilibrium geometry. The level of theory is ωB97M-V with the def2-TZVPD basis set.

Output
Gap between HOMO and LUMO: 0.359 Eh
HOMO energy: -8.65 eV
Structure (SMILES): CCCNC[C@@H](C)O

```
23
Properties=species:S:1:pos:R:3:forces:R:3:lowdin_charge:R:1
C 0.918682 -0.083084 -3.445957 0.17 -0.56 -0.18 -0.122
C 0.259321 0.909644 -2.513234 0.16 0.48 0.03 -0.259
C -0.411443 0.258159 -1.309405 0.30 0.31 0.37 -0.244
N 0.469743 0.311944 -0.133237 0.25 -0.02 -0.53 -0.072
C 0.158801 -0.614490 0.932009 -0.55 -0.32 0.69 -0.182
C -0.117522 0.083987 2.295721 1.12 -0.38 -0.35 -0.396
C -1.382937 -0.356287 3.008292 -0.68 0.44 -0.20 -0.047
O 1.052911 -0.164990 3.107132 -0.25 -0.02 0.30 -0.071
H 0.249760 -0.885054 -3.758717 -0.28 0.08 0.04 0.069
H 1.305054 0.351432 -4.361817 0.08 0.31 -0.06 0.066
H 1.750645 -0.593028 -2.963768 0.18 0.02 0.15 0.070
H 1.010146 1.622727 -2.145692 -0.09 -0.11 0.00 0.108
H -0.453382 1.537825 -3.045526 -0.16 -0.15 -0.16 0.100
H -0.681860 -0.772874 -1.567452 -0.13 -0.05 0.04 0.107
H -1.319856 0.809963 -1.061470 -0.15 -0.15 0.00 0.111
H 1.437427 0.259004 -0.429810 -0.14 -0.14 0.14 0.107
H -0.733395 -1.199353 0.663330 0.15 0.15 -0.06 0.107
H 0.948285 -1.350283 1.121257 0.07 0.14 -0.13 0.124
H -0.095753 1.140730 2.051992 -0.44 0.31 0.09 0.124
H -1.201551 -0.884531 3.939306 0.21 -0.05 0.08 0.076
H -2.023004 0.504370 3.220356 0.10 -0.02 0.18 0.077
H -1.993216 -1.000589 2.383703 -0.02 -0.25 -0.10 0.066
H 0.853146 0.114767 4.012987 0.13 -0.04 -0.34 0.083
```
Positions in Å, forces in eV/Å.



This record from the Open Molecules 2025 dataset describes a cluster of 3 separate species, C6H15NO in total in a non-equilibrium geometry. The level of theory is ωB97M-V with the def2-TZVPD basis set.

Output
Gap between HOMO and LUMO (alpha / beta): 0.249 / 0.249 Eh
HOMO energy (alpha / beta): -6.12 / -6.12 eV

```
23
Properties=species:S:1:pos:R:3:forces:R:3:lowdin_charge:R:1
C 0.041913 0.301470 0.612675 -3.55 0.40 2.69 -0.479
C -0.454447 0.138197 -0.680127 4.04 -0.64 -2.76 -0.223
C 1.585424 -0.037865 -1.407406 -2.14 0.18 -0.23 -0.146
C -2.136134 0.463637 1.251911 1.73 0.02 0.56 -0.035
C 0.616036 1.597756 1.105376 -0.09 -0.04 0.09 -0.037
C -1.089575 -1.131557 -1.163427 0.04 0.07 0.09 -0.085
N 2.198254 -1.273658 -1.106876 0.05 -0.29 0.22 -0.018
O 0.501856 -0.820819 1.259371 0.00 0.25 -0.21 0.022
H 0.684398 -0.601718 2.182577 -0.06 0.03 -0.19 0.119
H -0.775469 1.051103 -1.165557 0.00 -0.01 0.13 0.125
H 1.565595 -2.057776 -1.234477 0.14 0.09 -0.11 0.068
H 2.542882 -1.324026 -0.153737 -0.16 0.09 -0.16 0.068
H 1.322630 0.058113 -2.457706 0.14 -0.09 -0.08 0.068
H 2.181698 0.815020 -1.093029 -0.17 -0.02 0.16 0.070
H 0.276893 2.433526 0.494873 -0.02 -0.06 0.03 0.095
H -2.848851 0.885086 0.544214 0.24 -0.01 -0.21 0.001
H -2.374108 -0.566652 1.512646 -0.01 0.02 -0.02 0.000
H -2.064990 1.092699 2.139481 -0.14 -0.04 0.08 -0.013
H 1.709577 1.571480 1.100022 0.01 -0.06 -0.13 0.083
H 0.298061 1.775155 2.136398 0.03 0.01 -0.10 0.082
H -0.800008 -1.340059 -2.198358 -0.08 0.07 0.07 0.078
H -2.177050 -1.042875 -1.128423 -0.01 -0.04 0.02 0.077
H -0.804585 -1.986238 -0.550419 0.01 0.05 0.04 0.079
```
Positions in Å, forces in eV/Å.